1.
{
  "formula": "C33H29N6O5RuS",
  "method": "ωB97M-V/def2-TZVPD",
  "species": ["Ru", "O", "C", "C", "C", "C", "C", "C", "C", "O", "N", "N", "C", "C", "C", "C", "C", "C", "N", "H", "H", "H", "H", "H", "H", "H", "H", "H", "H", "C", "C", "N", "C", "C", "C", "S", "N", "C", "O", "C", "C", "C", "C", "C", "C", "H", "H", "H", "H", "H", "H", "H", "H", "H", "H", "H", "H", "H", "H", "H", "O", "C", "N", "C", "O", "C", "C", "C", "C", "C", "C", "H", "H", "H", "H"],
  "coordinates": [[-0.246, -0.417, -0.800], [-1.796, 3.150, 2.904], [-1.667, 3.886, 1.788], [-2.120, 5.204, 1.830], [-2.028, 6.011, 0.714], [-1.480, 5.525, -0.472], [-1.035, 4.220, -0.521], [-1.122, 3.382, 0.595], [-0.689, 1.984, 0.467], [-0.332, 1.567, -0.729], [-0.706, 1.202, 1.506], [-0.305, -0.081, 1.152], [-0.292, -0.999, 2.088], [0.155, -2.321, 1.967], [0.157, -3.115, 3.146], [0.679, -4.366, 3.185], [1.253, -4.909, 2.004], [1.219, -4.177, 0.872], [0.655, -2.927, 0.822], [-1.424, 2.258, 2.725], [-2.543, 5.567, 2.758], [-2.384, 7.032, 0.768], [-1.399, 6.163, -1.342], [-0.611, 3.810, -1.428], [-0.639, -0.703, 3.072], [-0.261, -2.663, 4.034], [0.672, -4.933, 4.105], [1.709, -5.887, 1.987], [1.626, -4.525, -0.067], [-4.663, 2.938, -0.417], [-4.220, 1.563, -0.884], [-3.294, 1.584, -2.031], [-3.340, 2.719, -2.961], [-4.495, 2.589, -3.941], [-2.547, 0.526, -2.330], [-2.604, -0.911, -1.329], [-1.859, 0.549, -3.477], [-0.713, -0.050, -3.692], [0.105, -0.472, -2.807], [-0.294, -0.247, -5.105], [-1.093, 0.205, -6.153], [-0.700, -0.006, -7.464], [0.490, -0.670, -7.734], [1.286, -1.123, -6.691], [0.897, -0.911, -5.378], [-5.277, 2.806, 0.475], [-5.266, 3.464, -1.157], [-3.815, 3.566, -0.144], [-5.087, 0.946, -1.138], [-3.706, 1.056, -0.069], [-2.393, 2.746, -3.491], [-3.409, 3.632, -2.374], [-4.386, 1.679, -4.532], [-4.510, 3.441, -4.622], [-5.457, 2.551, -3.428], [-2.017, 0.719, -5.926], [-1.321, 0.347, -8.277], [0.795, -0.836, -8.759], [2.211, -1.645, -6.898], [1.507, -1.262, -4.558], [-1.044, -3.892, -1.205], [0.015, -3.370, -1.470], [0.630, -2.361, -0.478], [2.048, -2.048, -0.969], [2.741, -1.300, -0.299], [2.161, -2.732, -2.194], [3.256, -2.744, -3.091], [3.160, -3.494, -4.227], [1.979, -4.240, -4.530], [0.904, -4.231, -3.688], [0.982, -3.475, -2.497], [4.146, -2.173, -2.862], [3.992, -3.525, -4.920], [1.940, -4.814, -5.447], [0.003, -4.786, -3.913]],
  "lowdin_spin": [2.322, 0.004, 0.009, -0.001, 0.010, -0.001, 0.008, 0.002, 0.049, 0.119, 0.000, 0.228, 0.149, 0.142, 0.031, 0.101, 0.079, 0.055, 0.154, 0.000, 0.000, 0.001, 0.000, 0.000, 0.006, -0.002, 0.004, 0.003, 0.004, 0.001, 0.007, 0.012, 0.002, 0.001, 0.038, 0.280, 0.035, 0.001, 0.055, 0.000, -0.001, 0.000, -0.001, 0.001, -0.001, 0.000, 0.000, 0.000, 0.002, 0.003, 0.000, 0.001, 0.000, 0.000, 0.000, 0.000, 0.000, 0.000, 0.000, 0.000, 0.174, 0.127, 0.030, 0.151, 0.213, 0.109, 0.028, 0.050, 0.067, 0.019, 0.116, 0.001, 0.002, 0.003, 0.000],
  "largest_force_ha_per_bohr": 0.005,
  "mol_weight_g_mol": 722.8,
  "relative_energy_kcal_mol": 40.1,
  "multiplicity": 6,
  "gap_ev": [5.910, 6.587]
}


2.
{
  "formula": "C33H30AsF6MoN4O5S",
  "method": "ωB97M-V/def2-TZVPD",
  "species": ["Mo", "C", "N", "C", "C", "C", "C", "C", "C", "C", "N", "C", "C", "C", "C", "C", "C", "N", "C", "C", "H", "H", "H", "H", "H", "H", "H", "H", "H", "H", "H", "H", "H", "H", "H", "H", "H", "H", "H", "H", "O", "C", "O", "C", "C", "C", "C", "C", "N", "C", "O", "O", "H", "H", "H", "F", "As", "F", "F", "F", "F", "F", "C", "C", "O", "S", "C", "C", "C", "C", "C", "C", "C", "C", "H", "H", "H", "H", "H", "H", "H"],
  "coordinates": [[1.355, -0.797, 0.106], [-0.682, -3.250, 0.448], [-0.703, -1.773, 0.379], [-1.417, -1.316, 1.576], [-1.402, -1.468, -0.867], [-2.775, -1.555, -1.005], [-3.350, -1.564, -2.266], [-2.535, -1.576, -3.385], [-1.165, -1.457, -3.264], [-0.571, -1.328, -2.001], [0.760, -1.156, -1.726], [1.741, -1.203, -2.722], [1.688, -0.569, -3.962], [2.732, -0.727, -4.858], [3.810, -1.538, -4.553], [3.891, -2.142, -3.307], [2.894, -1.926, -2.372], [2.929, -2.407, -1.010], [4.248, -2.284, -0.390], [2.509, -3.808, -0.975], [-1.703, -3.639, 0.524], [-0.230, -3.657, -0.454], [-0.118, -3.581, 1.321], [-2.390, -1.805, 1.666], [-0.834, -1.568, 2.465], [-1.565, -0.241, 1.524], [-3.417, -1.628, -0.143], [-4.423, -1.611, -2.363], [-2.973, -1.674, -4.365], [-0.549, -1.493, -4.147], [0.870, 0.095, -4.196], [2.703, -0.199, -5.798], [4.608, -1.675, -5.267], [4.768, -2.720, -3.061], [4.944, -3.031, -0.786], [4.675, -1.296, -0.569], [4.147, -2.445, 0.685], [3.273, -4.458, -1.419], [2.338, -4.116, 0.055], [1.592, -3.934, -1.550], [1.580, -3.041, 3.518], [1.635, -2.114, 2.725], [1.760, -2.229, 1.445], [1.550, -0.677, 3.125], [1.502, -0.262, 4.446], [1.472, 1.096, 4.722], [1.522, 1.968, 3.645], [1.540, 1.478, 2.344], [1.532, 0.159, 2.064], [1.659, 2.504, 1.246], [2.044, 3.615, 1.491], [1.313, 2.122, 0.023], [1.496, -1.021, 5.211], [1.439, 1.463, 5.735], [1.554, 3.039, 3.771], [3.307, 0.478, -0.198], [4.117, 1.731, -1.509], [2.561, 1.597, -2.281], [4.638, 0.299, -2.362], [4.836, 2.677, -2.750], [5.532, 1.532, -0.480], [3.677, 3.117, -0.624], [-7.965, 3.950, 2.548], [-6.673, 3.523, 1.924], [-6.474, 2.506, 1.322], [-5.358, 4.703, 2.221], [-4.009, 3.767, 1.548], [-3.903, 3.570, 0.173], [-2.906, 2.775, -0.334], [-1.965, 2.172, 0.536], [-2.110, 2.374, 1.938], [-3.109, 3.170, 2.426], [-0.887, 1.438, 0.116], [0.337, 1.064, -0.030], [-8.778, 3.819, 1.837], [-7.930, 4.981, 2.886], [-8.162, 3.295, 3.397], [-4.614, 4.040, -0.489], [-2.808, 2.616, -1.397], [-1.407, 1.905, 2.614], [-3.216, 3.326, 3.488]],
  "lowdin_spin": [0.144, 0.000, 0.001, 0.010, -0.002, 0.006, -0.009, 0.004, -0.008, 0.004, -0.042, -0.002, -0.005, 0.000, -0.006, 0.001, -0.006, 0.001, 0.001, 0.000, 0.001, 0.000, 0.000, 0.000, 0.000, 0.007, 0.000, -0.001, 0.000, -0.001, 0.000, 0.000, 0.000, 0.000, 0.000, 0.000, 0.000, 0.000, 0.000, 0.000, 0.000, 0.001, 0.001, 0.002, -0.001, 0.001, -0.001, 0.001, 0.000, 0.003, 0.008, 0.055, 0.000, 0.000, 0.000, 0.002, 0.000, 0.000, 0.000, 0.000, 0.000, 0.001, 0.002, 0.013, 0.001, 0.016, 0.130, -0.015, 0.110, 0.032, 0.109, -0.012, 0.393, 0.041, 0.000, 0.000, 0.000, -0.003, 0.005, 0.006, -0.003],
  "largest_force_ha_per_bohr": 0.030,
  "mol_weight_g_mol": 879.5,
  "relative_energy_kcal_mol": 63.4,
  "multiplicity": 2,
  "gap_ev": [5.794, 6.151]
}


3.
{
  "formula": "C33H30BF7O2S",
  "method": "ωB97M-V/def2-TZVPD",
  "species": ["F", "C", "C", "C", "F", "C", "C", "C", "C", "C", "C", "C", "C", "F", "C", "C", "F", "C", "C", "H", "H", "H", "H", "H", "H", "H", "H", "H", "C", "C", "C", "C", "C", "B", "C", "C", "C", "C", "C", "F", "F", "F", "C", "C", "O", "C", "C", "C", "C", "C", "C", "O", "S", "H", "H", "H", "H", "H", "H", "H", "H", "H", "H", "H", "H", "H", "H", "H", "H", "H", "H", "H", "H", "H"],
  "coordinates": [[-3.577, 4.138, -2.114], [-3.544, 2.776, -1.964], [-4.720, 2.088, -2.234], [-4.681, 0.720, -1.997], [-5.810, -0.037, -2.229], [-3.545, 0.079, -1.519], [-2.422, 0.817, -1.142], [-1.316, 0.150, -0.216], [0.115, 0.478, -0.598], [1.119, -0.407, -1.326], [2.251, 0.267, -2.193], [3.105, -0.552, -2.964], [3.983, 0.032, -3.898], [4.828, -0.799, -4.603], [4.007, 1.396, -4.161], [3.311, 2.186, -3.253], [3.369, 3.554, -3.394], [2.501, 1.648, -2.224], [-2.379, 2.169, -1.491], [-5.584, 2.567, -2.677], [-3.554, -1.022, -1.439], [-1.470, -0.990, -0.410], [0.313, 1.520, -0.858], [0.540, -1.104, -1.995], [3.073, -1.637, -2.831], [4.596, 1.816, -4.980], [2.070, 2.324, -1.487], [-1.473, 2.761, -1.340], [-0.961, -3.284, 2.966], [-1.282, -1.873, 2.613], [-0.435, -0.760, 2.852], [-0.933, 0.432, 2.330], [-2.042, 0.304, 1.338], [2.335, -1.264, -0.579], [-3.152, 1.314, 1.545], [-2.845, 2.668, 1.680], [-3.854, 3.625, 1.588], [-5.168, 3.231, 1.380], [-6.272, 4.226, 1.119], [-6.832, 4.009, -0.121], [-7.282, 4.096, 2.039], [-5.846, 5.521, 1.136], [-5.483, 1.877, 1.390], [-4.480, 0.924, 1.521], [3.024, -0.651, 0.432], [4.050, -1.616, 0.748], [5.302, -1.194, 0.031], [4.271, -1.386, 2.241], [3.466, -2.970, 0.216], [4.418, -3.889, -0.500], [2.728, -3.724, 1.314], [2.499, -2.586, -0.783], [-2.666, -1.419, 1.713], [0.070, -3.541, 2.670], [-1.065, -3.456, 4.047], [-1.642, -3.947, 2.422], [0.567, -0.891, 3.330], [-0.450, 1.419, 2.429], [-1.807, 2.973, 1.846], [-3.592, 4.678, 1.639], [-6.515, 1.565, 1.262], [-4.752, -0.134, 1.573], [6.149, -1.832, 0.266], [5.198, -1.200, -1.049], [5.547, -0.183, 0.352], [5.076, -2.023, 2.638], [4.563, -0.326, 2.355], [3.363, -1.541, 2.851], [5.302, -4.113, 0.096], [3.898, -4.825, -0.697], [4.733, -3.469, -1.461], [3.475, -4.095, 2.023], [2.045, -3.030, 1.841], [2.169, -4.578, 0.889]],
  "lowdin_charge": [0.046, -0.236, 0.059, -0.240, 0.038, 0.009, -0.172, -0.180, -0.017, -0.094, -0.158, 0.026, -0.224, 0.035, 0.052, -0.224, 0.037, 0.050, 0.030, 0.133, 0.133, 0.122, 0.059, 0.154, 0.131, 0.134, 0.119, 0.129, -0.091, -0.545, -0.095, -0.083, -0.457, -0.681, -0.228, -0.011, 0.003, -0.129, -0.506, 0.108, 0.114, 0.120, 0.004, -0.050, 0.155, -0.459, -0.004, -0.007, -0.457, -0.004, -0.002, 0.159, 1.105, 0.067, 0.093, 0.076, 0.127, 0.129, 0.120, 0.124, 0.132, 0.081, 0.095, 0.089, 0.101, 0.098, 0.101, 0.082, 0.097, 0.095, 0.098, 0.099, 0.077, 0.106],
  "largest_force_ha_per_bohr": 0.104,
  "mol_weight_g_mol": 634.5,
  "relative_energy_kcal_mol": 68.5,
  "multiplicity": 1,
  "gap_ev": 4.237
}